Arrangement P

The following is a DFT calculation (ωB97M-V/def2-TZVPD) of the molecule C5H6O4.

Calculated values
SMILES string: CC(=O)/C=C(\O)C(=O)O
Orbital gap in eV: 9.659
HOMO energy in eV: -10.0301

```
! RIJCOSX wB97M-V def2-TZVPD def2/J DEFGRID3
* xyz 0 1
C 1.0037 -2.3599 0.5529
C 0.9864 -0.9776 -0.0390
O 1.9403 -0.5038 -0.7653
C -0.3805 -0.3592 -0.1400
C -0.3916 0.9642 -0.0862
O 0.6528 1.7147 0.0450
C -1.7367 1.6362 -0.1903
O -2.7357 1.1245 -0.3521
O -1.6760 3.0653 -0.1782
H 1.2063 -2.2675 1.6492
H 0.1028 -2.8957 0.4016
H 1.7409 -2.7226 0.2570
H -1.3162 -0.9558 -0.7828
H 1.2286 1.2232 -0.3192
H -0.6249 3.3140 -0.0525
*
```



Arrangement Q

The following is a DFT calculation (ωB97M-V/def2-TZVPD) of the molecule C5H6O4.

Calculated values
SMILES string: C[C@@H]1OC(=O)C(=O)[C@H]1O
Orbital gap in eV: 9.320
HOMO energy in eV: -9.8602

```
! RIJCOSX wB97M-V def2-TZVPD def2/J DEFGRID3
* xyz 0 1
C -0.8310 -0.9642 0.1267
C 0.4809 -0.4514 -0.4412
O 1.5459 -1.3690 -0.3085
C 2.7560 -0.8339 -0.0968
O 3.8425 -1.3204 -0.0255
C 2.5352 0.6506 0.2096
O 3.3213 1.5329 0.3140
C 0.9509 0.8647 0.1484
O 0.5591 2.1329 -0.4642
H -0.8558 -1.1036 1.2568
H -1.1505 -2.0117 -0.0916
H -1.7730 -0.3089 0.0278
H 0.2292 -0.3334 -1.5770
H 0.5036 0.8544 1.1592
H 0.9579 2.3429 -1.2474
*
```



Most stable pick: arrangement Q. Distance to second place: 0.0880 hartree.



Arrangement P

The following is a DFT calculation (ωB97M-V/def2-TZVPD) of a structure of composition C3H12NOS2.

Calculated values
Orbital gap in eV: 4.679
HOMO energy in eV: -13.4085

```
! RIJCOSX wB97M-V def2-TZVPD def2/J DEFGRID3
* xyz 1 1
N 0.9397 1.7548 0.5240
C 0.5996 0.5938 1.3738
C 0.6058 -0.7466 0.9351
S 0.0092 -0.9970 -0.7618
S -2.7983 0.3570 -0.5598
C -3.4377 -1.3512 -0.6380
H -1.5040 -0.1072 -0.4136
H 0.3615 1.6816 -0.3843
H 1.9839 1.8869 0.4660
H 1.1699 0.7096 2.2879
H -0.3793 0.9464 1.6769
H 0.1958 -1.4064 1.7228
H 1.6270 -1.1439 0.9189
H -3.1715 -1.9950 0.2035
H -4.5550 -1.1929 -0.5317
H -3.1957 -1.7962 -1.6429
H 3.8731 0.1475 -1.8732
H 3.7396 1.6415 -2.0020
O 3.9363 1.0171 -1.3018
*
```



Arrangement Q

The following is a DFT calculation (ωB97M-V/def2-TZVPD) of a cluster of 2 separate species, C3H12NOS2 in total.

Calculated values
Orbital gap in eV: 9.441
HOMO energy in eV: -12.6678

```
! RIJCOSX wB97M-V def2-TZVPD def2/J DEFGRID3
* xyz 1 1
N -0.0169 -1.2419 -0.1778
C 0.8422 -0.1015 0.3076
C 0.6802 0.0789 1.8141
C 0.5723 1.1368 -0.5657
S 1.8078 1.2423 -1.8857
S 0.9071 1.3483 -3.7072
H -0.8352 -1.4198 0.4266
H -0.3249 -1.1130 -1.1385
H 0.5529 -2.0862 -0.1667
H 1.8805 -0.3165 0.1325
H 0.3911 1.0539 2.1849
H -0.0037 -0.6648 2.2446
H 1.5953 -0.1694 2.3383
H -0.4943 1.1768 -0.8170
H 0.6913 2.0191 0.0426
H 0.5811 2.6495 -3.8197
H -2.8261 -0.5037 0.5690
H -3.4157 -1.7239 1.2854
O -2.5848 -1.3647 0.9326
*
```



Arrangement R

The following is a DFT calculation (ωB97M-V/def2-TZVPD) of a cluster of 2 separate species, C3H12NOS2 in total.

Calculated values
Orbital gap in eV: 9.481
HOMO energy in eV: -12.9834

```
! RIJCOSX wB97M-V def2-TZVPD def2/J DEFGRID3
* xyz 1 1
N 1.8500 -0.3154 0.9901
C 1.5552 0.2880 -0.3764
C 2.8415 0.9776 -0.8116
C 0.3357 1.1531 -0.3615
S -1.2381 0.1967 -0.4304
S -2.3269 0.2842 1.2444
H 2.5452 -1.0529 0.9290
H 2.1655 0.4442 1.6083
H 0.9613 -0.5612 1.4384
H 1.3185 -0.5232 -1.0686
H 3.6899 0.3303 -0.5816
H 2.8841 1.4301 -1.7953
H 3.0270 1.8630 -0.1736
H 0.2709 1.9227 0.4159
H 0.3544 1.7206 -1.2955
H -3.0077 1.4595 1.0862
H -0.1045 -2.3842 -0.3434
H -0.1836 -3.1984 -1.6376
O 0.4540 -2.6434 -1.1205
*
```



Most stable pick: arrangement Q. Distance to second place: 0.0057 hartree.



Arrangement P

The following is a DFT calculation (ωB97M-V/def2-TZVPD) of the ion C3H4N2S with charge +2.

Calculated values
Orbital gap in eV: 8.220
HOMO energy in eV: -22.6196

```
! RIJCOSX wB97M-V def2-TZVPD def2/J DEFGRID3
* xyz 2 1
C -0.5985 2.0395 -0.6617
C -0.0757 0.0904 -0.1593
C 0.6232 -1.5510 -0.4015
N -0.1493 1.0363 -1.1852
N -0.4455 0.7017 1.0012
S -1.1097 2.3905 0.8924
H -0.2751 -2.1116 -0.3633
H 1.3678 -1.4629 0.4371
H 1.0202 -1.3942 -1.4217
H -0.3574 0.2615 1.8621
*
```



Arrangement Q

The following is a DFT calculation (ωB97M-V/def2-TZVPD) of the ion C3H4N2S with charge +2.

Calculated values
Orbital gap (alpha / beta) in eV: 5.925 / 5.922
HOMO energy (alpha / beta) in eV: -21.5897 / -21.5912

```
! RIJCOSX wB97M-V def2-TZVPD def2/J DEFGRID3
* xyz 2 1
C -2.8795 1.7942 -0.6146
C -0.9486 0.6013 -0.2475
C 0.2305 0.1820 0.4972
N -1.8300 1.5854 0.1555
N -1.3239 0.2362 -1.5268
S -2.7913 0.9987 -2.0673
H 0.9480 -0.5667 0.0502
H 0.0726 -0.4742 1.4905
H 0.6741 0.9599 1.0819
H -1.1415 -0.6123 -2.0394
*
```



Most stable pick: arrangement P. Distance to second place: 0.0090 hartree.



Arrangement P

The following is a DFT calculation (ωB97M-V/def2-TZVPD) of the molecule C21H28N4O4.

Calculated values
SMILES string: CCOC(=O)[C@H]1CCCN(Cc2c(C(=O)N3CCOCC3)nc3ccccn23)C1
Orbital gap in eV: 8.091
HOMO energy in eV: -8.1002

```
! RIJCOSX wB97M-V def2-TZVPD def2/J DEFGRID3
* xyz 0 1
C 1.1427 4.4142 -0.6041
C 0.8617 3.2589 -1.7303
O -0.0257 2.4161 -1.3720
C -0.8844 1.8260 -1.9984
O -1.0053 2.0688 -3.1178
C -1.5420 0.7482 -1.3728
C -3.1677 0.8682 -1.9435
C -3.7789 -0.2179 -1.2352
C -3.1425 -1.6022 -1.5212
N -1.9395 -1.8085 -1.2824
C -1.8199 -2.0232 0.3160
C -0.3058 -2.1740 0.5172
C 0.4549 -1.2926 1.5075
C -0.0679 -0.0837 1.8296
O -1.1621 0.0008 2.3668
N 0.9731 0.8696 2.0357
C 2.2304 0.9750 1.0717
C 3.1379 1.8007 2.0982
O 2.4506 2.9959 2.4386
C 1.3340 3.0861 3.3530
C 0.2224 2.2983 2.2459
N 1.7751 -1.9213 1.5061
C 1.6187 -2.9962 0.8916
C 2.9807 -4.0020 0.4003
C 2.4226 -5.1755 -0.2777
C 0.9694 -5.2548 -0.9298
C 0.2755 -4.4096 -0.5011
N 0.3220 -3.1897 0.2605
C -1.0296 -0.6153 -1.7732
H 0.1483 4.8094 -0.2596
H 1.6860 3.9827 0.3915
H 1.8095 5.2739 -1.2118
H 1.8652 2.7445 -2.0374
H 0.3609 3.7978 -2.6191
H -1.6776 0.7848 -0.1950
H -3.4698 1.7703 -1.2902
H -3.0512 0.9028 -2.9397
H -5.0402 -0.1814 -1.5381
H -4.1459 -0.2888 -0.2043
H -3.9488 -2.4390 -1.2437
H -3.1801 -1.8074 -2.7536
H -2.3143 -2.8438 0.4881
H -2.1319 -1.2788 0.8162
H 2.3405 -0.0231 1.2646
H 2.1169 1.4687 0.2146
H 4.0908 2.0404 1.6741
H 3.1768 1.1189 2.9035
H 1.0587 4.0882 3.3349
H 1.4908 2.3626 4.0067
H -0.4463 2.1640 2.9096
H 0.0222 2.6714 1.3545
H 3.6872 -3.8507 0.9373
H 3.2276 -5.7920 -0.5844
H 1.0113 -6.1582 -1.3859
H -0.9444 -4.4547 -0.9433
H -0.0190 -0.8221 -1.3949
H -1.0236 -0.9008 -2.8737
*
```



Arrangement Q

The following is a DFT calculation (ωB97M-V/def2-TZVPD) of the molecule C21H28N4O4.

Calculated values
SMILES string: COCCC(=O)N1CCC(Oc2ccc(C(=O)NCCc3cn[nH]c3)cc2)CC1
Orbital gap in eV: 9.332
HOMO energy in eV: -8.6746

```
! RIJCOSX wB97M-V def2-TZVPD def2/J DEFGRID3
* xyz 0 1
C -4.4249 -4.6143 -5.5899
O -4.6010 -3.3320 -6.1354
C -4.9274 -2.3343 -5.1971
C -3.7320 -1.8733 -4.3535
C -4.1374 -0.7003 -3.4741
O -5.2818 -0.2883 -3.4406
N -3.1541 -0.1195 -2.7453
C -1.7966 -0.5800 -2.5838
C -1.5896 -1.1283 -1.1681
C -1.9277 -0.0441 -0.1345
O -1.0430 1.0596 -0.2412
C 0.1982 1.0050 0.3066
C 0.7311 -0.0637 1.0215
C 2.0072 0.0276 1.5437
C 2.7734 1.1748 1.3818
C 4.1226 1.2046 2.0093
O 4.8132 0.2106 2.1283
N 4.5244 2.4368 2.4275
C 5.6454 2.5857 3.3241
C 5.1806 2.6083 4.7926
C 4.3563 1.3967 5.0685
C 2.9614 1.2638 4.9437
N 2.5766 0.0216 5.1596
N 3.6898 -0.6556 5.4167
C 4.7876 0.1228 5.3696
C 2.2444 2.2367 0.6513
C 0.9783 2.1496 0.1172
C -3.3402 0.4922 -0.3878
C -3.4847 0.9589 -1.8354
H -4.3291 -5.2961 -6.4331
H -5.2890 -4.9085 -4.9815
H -3.5200 -4.6827 -4.9741
H -5.2980 -1.4896 -5.7816
H -5.7349 -2.6731 -4.5341
H -2.9244 -1.5771 -5.0260
H -3.3820 -2.6923 -3.7209
H -1.5497 -1.3404 -3.3216
H -1.1257 0.2750 -2.7295
H -0.5526 -1.4474 -1.0543
H -2.2416 -1.9874 -1.0016
H -1.8803 -0.4621 0.8811
H 0.1670 -0.9683 1.1841
H 2.4250 -0.7965 2.1008
H 3.8324 3.1697 2.4559
H 6.1861 3.5043 3.0794
H 6.2944 1.7238 3.1554
H 6.0568 2.6338 5.4419
H 4.5857 3.5071 4.9731
H 2.2373 2.0209 4.7136
H 3.6448 -1.6462 5.5946
H 5.7705 -0.2645 5.5430
H 2.8327 3.1251 0.4717
H 0.5586 2.9630 -0.4540
H -3.5356 1.3265 0.2856
H -4.0613 -0.3003 -0.1838
H -4.5111 1.2649 -2.0408
H -2.8059 1.7969 -2.0185
*
```



Most stable pick: arrangement Q. Distance to second place: 0.7304 hartree.